No. 1
12
Properties=species:S:1:pos:R:3 method="wB97M-V/def2-TZVPD" total_charge=+2 largest_force_ev_per_a=4.43 orbital_gap_ha="0.20091 / 0.22481" multiplicity=6 e_above_lowest_kcal_mol=22.3
C 0.893 1.213 -2.136
C -0.263 1.407 -1.194
C -0.347 0.979 0.027
C -0.639 0.254 1.180
O -1.557 -0.603 1.209
Cr -2.823 -1.327 2.242
H 1.784 1.737 -1.758
H 0.608 1.673 -3.098
H -0.606 2.494 -0.933
H -0.005 0.410 2.065
O 1.110 -0.169 -2.261
H 1.682 -0.332 -3.017

=====

No. 2
13
Properties=species:S:1:pos:R:3 method="wB97M-V/def2-TZVPD" total_charge=0 largest_force_ev_per_a=2.92 orbital_gap_ha=0.33250 e_above_lowest_kcal_mol=107.9
C -1.207 -0.729 -0.741
C -2.452 -0.395 -0.540
C -1.752 2.681 -0.070
C -0.345 -0.403 0.387
C 0.215 0.987 0.078
N -0.851 1.976 0.050
O -4.660 -0.995 0.590
S -3.941 0.085 -0.099
H -0.749 -1.060 -1.776
H -0.879 -0.213 1.345
H 0.569 -1.140 0.469
H 0.972 1.239 0.856
H 0.509 1.016 -0.994